# 1
Molecular formula: C40H42N5O6P2Ta
Method: DFT, ωB97M-V with the def2-TZVPD basis set

Structure (XYZ):
```
96
Properties=species:S:1:pos:R:3:forces:R:3:lowdin_charge:R:1
Ta 0.496 -0.445 -0.600 -0.24 -0.29 0.10 1.89
C -1.587 -4.335 -0.116 0.01 0.00 0.00 -0.02
C -2.884 -4.105 -0.582 -0.01 0.00 -0.01 0.00
C -3.177 -2.899 -1.167 0.02 0.00 0.02 0.03
C -2.190 -1.913 -1.302 0.04 -0.05 0.05 -0.30
N -0.956 -2.110 -0.757 0.00 -0.02 -0.04 -0.05
C -0.676 -3.321 -0.208 0.01 -0.02 -0.02 -0.15
N -2.550 -0.811 -2.044 -0.12 -0.03 0.04 0.20
C -1.652 -0.164 -2.686 0.26 0.07 -0.11 -0.26
N -0.275 -0.345 -2.513 -0.21 0.10 0.03 -0.04
C 0.375 0.150 -3.636 0.23 -0.04 -0.09 -0.27
N 1.591 -0.107 -3.954 -0.13 -0.01 0.07 0.19
C 2.316 -1.034 -3.225 -0.05 0.07 -0.02 -0.29
C 3.369 -1.664 -3.896 0.00 -0.03 0.00 0.03
C 4.100 -2.643 -3.269 -0.02 0.01 0.01 0.00
C 3.797 -2.982 -1.947 0.01 0.01 -0.03 -0.02
C 2.798 -2.294 -1.319 0.02 -0.01 -0.01 -0.12
N 2.051 -1.338 -1.931 0.03 0.01 -0.06 -0.02
C -0.604 0.914 -4.426 0.01 -0.01 0.02 -0.11
C -0.458 1.638 -5.593 -0.01 0.01 0.02 0.01
C -1.603 2.234 -6.112 0.00 0.00 -0.01 -0.03
C -2.844 2.078 -5.497 0.00 0.00 -0.01 -0.03
C -2.991 1.313 -4.345 0.02 -0.01 0.02 0.03
C -1.847 0.749 -3.818 0.00 0.00 -0.03 -0.10
H -1.296 -5.276 0.327 0.00 0.00 0.00 0.12
H -3.644 -4.871 -0.499 0.00 -0.01 0.00 0.13
H -4.151 -2.677 -1.579 0.00 0.00 0.00 0.13
H 0.329 -3.458 0.169 -0.01 0.00 0.00 0.09
H 3.564 -1.363 -4.915 -0.01 0.01 0.00 0.13
H 4.905 -3.142 -3.793 0.00 0.00 0.00 0.13
H 4.350 -3.740 -1.414 0.00 0.00 0.00 0.12
H 2.580 -2.485 -0.273 0.00 0.00 0.00 0.09
H 0.504 1.740 -6.077 0.00 0.00 0.00 0.13
H -1.531 2.825 -7.015 -0.01 0.00 0.00 0.12
H -3.712 2.554 -5.934 0.00 0.00 0.00 0.12
H -3.955 1.173 -3.876 0.00 0.00 0.00 0.13
O 3.431 1.053 1.799 0.04 -0.01 -0.04 0.17
C 2.441 0.430 1.600 -0.06 -0.03 -0.09 -0.59
O 2.147 -0.081 0.358 0.19 0.11 0.14 -0.31
C 1.367 0.114 2.611 -0.06 0.00 0.01 -0.18
P 0.376 -1.291 1.992 -0.04 0.10 -0.02 1.05
C 1.285 -2.774 2.484 0.02 0.03 0.02 -0.36
C 0.587 -3.911 2.895 -0.01 -0.01 -0.01 -0.09
C 1.280 -5.062 3.236 0.00 0.00 0.00 -0.05
C 2.667 -5.086 3.171 0.00 -0.01 0.01 -0.04
C 3.366 -3.955 2.772 -0.01 0.00 0.00 -0.05
C 2.680 -2.800 2.428 0.01 0.00 -0.01 -0.09
C -1.170 -1.275 2.911 0.03 -0.03 0.02 -0.36
C -1.107 -1.240 4.308 -0.01 0.00 0.01 -0.08
C -2.274 -1.210 5.051 0.00 0.00 -0.01 -0.05
C -3.507 -1.229 4.408 -0.01 0.00 -0.01 -0.04
C -3.574 -1.273 3.024 0.00 -0.01 0.01 -0.05
C -2.407 -1.294 2.273 0.00 0.02 -0.01 -0.09
H 0.699 0.982 2.649 0.01 0.00 0.01 0.09
H 1.798 -0.036 3.600 0.00 -0.01 0.00 0.12
H -0.494 -3.889 2.967 0.00 0.00 0.00 0.11
H 0.737 -5.937 3.568 0.00 0.00 0.00 0.12
H 3.205 -5.982 3.448 0.00 0.00 0.00 0.12
H 4.448 -3.966 2.746 0.00 0.01 0.00 0.12
H 3.249 -1.922 2.141 0.01 -0.01 0.00 0.11
H -0.151 -1.245 4.818 0.01 0.00 0.00 0.12
H -2.225 -1.179 6.131 0.00 0.00 0.00 0.12
H -4.418 -1.209 4.993 0.00 0.00 0.00 0.12
H -4.533 -1.285 2.525 0.00 0.00 0.00 0.12
H -2.471 -1.302 1.195 0.01 0.01 -0.02 0.08
C 1.903 3.906 -0.165 0.00 -0.01 0.00 0.00
C 1.706 2.924 -1.298 -0.03 -0.03 0.02 -0.51
C 2.981 2.184 -1.627 0.01 0.04 0.01 -0.01
C 1.076 3.556 -2.518 0.00 0.02 -0.02 0.00
O 0.710 1.835 -0.793 0.05 0.00 -0.03 -0.29
P -0.776 2.137 -0.172 0.04 0.09 0.00 0.34
O -1.714 2.809 -1.055 0.00 0.02 0.02 -0.17
O -1.013 0.575 0.056 -0.02 -0.05 0.07 -0.40
O -0.478 2.705 1.242 -0.02 -0.01 0.00 -0.17
C -1.475 3.434 2.113 -0.01 0.02 0.02 -0.56
C -0.798 3.456 3.467 -0.01 0.00 0.00 -0.01
C -1.660 4.826 1.543 0.02 -0.01 -0.01 -0.01
C -2.764 2.634 2.138 -0.01 0.00 -0.02 -0.01
H 2.680 4.608 -0.468 0.00 0.00 -0.01 0.11
H 2.236 3.406 0.745 0.00 0.00 0.00 0.09
H 0.998 4.477 0.040 0.01 0.01 0.00 0.08
H 3.676 2.911 -2.048 0.00 -0.01 -0.01 0.12
H 2.812 1.425 -2.391 0.00 0.00 0.01 0.07
H 3.442 1.748 -0.745 -0.01 -0.01 0.00 0.08
H 1.742 4.347 -2.866 0.00 0.00 0.00 0.11
H 0.106 3.997 -2.295 -0.01 0.00 0.01 0.09
H 0.963 2.836 -3.327 0.00 -0.01 0.00 0.08
H 0.182 3.930 3.403 0.00 0.00 0.00 0.10
H -0.687 2.446 3.866 -0.01 0.00 0.00 0.08
H -1.408 4.027 4.166 0.00 0.00 0.00 0.11
H -0.712 5.364 1.528 0.00 0.01 0.00 0.09
H -2.351 5.380 2.178 0.00 0.00 0.00 0.11
H -2.073 4.788 0.536 -0.01 0.00 0.00 0.09
H -2.586 1.616 2.492 0.01 0.01 0.00 0.08
H -3.232 2.602 1.153 0.00 0.00 0.00 0.09
H -3.464 3.114 2.822 0.00 0.00 0.00 0.11
```
Forces are in eV/Å.

The value obtained for the largest force on an atom is 0.0076 hartree/bohr. The energy above the lowest of the compared OMol25 structures with the same formula, charge and spin comes out at 0.9 kcal/mol. The charge is +2.

# 2
Molecular formula: C6H13NO
Method: DFT, ωB97M-V with the def2-TZVPD basis set

Structure (XYZ):
```
21
Properties=species:S:1:pos:R:3:forces:R:3:lowdin_charge:R:1
C 1.078 1.525 0.384 -0.19 2.18 -3.08 -0.05
N -1.718 2.376 0.817 -3.17 1.88 1.14 0.05
C -1.424 1.150 0.370 2.69 -2.35 -3.46 -0.20
C -0.125 0.754 -0.074 -3.42 0.12 1.92 -0.31
C -0.127 -0.549 -0.701 3.55 -0.03 -1.08 -0.13
C 1.048 -1.155 -1.041 -6.25 -3.21 -2.00 -0.13
C 1.147 -2.467 -1.848 -1.36 -0.56 0.65 -0.11
H 2.120 1.265 0.089 -1.11 -0.12 -0.10 0.09
H 1.028 1.609 1.397 0.17 -0.11 3.18 0.04
H 0.891 2.638 0.090 0.65 -1.56 0.01 0.10
H -1.041 3.103 0.667 0.02 0.10 0.08 0.07
H -2.741 2.713 0.844 2.61 -0.92 -0.11 0.14
H -2.224 0.438 0.009 0.55 1.18 0.90 0.13
H -1.036 -0.885 -1.135 -0.86 -0.59 0.07 0.10
H 1.896 -0.776 -0.808 5.47 2.75 1.84 0.01
H 0.508 -3.251 -1.272 0.92 1.11 -1.46 0.10
H 2.150 -2.907 -1.959 -0.16 0.47 0.45 0.05
H 0.810 -2.312 -2.905 -0.16 -0.31 0.92 0.07
H -1.345 -1.288 2.854 1.00 0.15 -0.32 0.05
H -0.482 -0.811 1.654 0.08 -0.22 0.73 -0.01
O -0.413 -1.169 2.567 -1.03 0.04 -0.27 -0.09
```
Forces are in eV/Å.

The value obtained for the largest force on an atom is 0.1420 hartree/bohr. The energy above the lowest of the compared OMol25 structures with the same formula, charge and spin comes out at 71.5 kcal/mol. Its SMILES is C/C=C/C(C)=C/N.O.

# 3
Molecular formula: C10H13F3N4O3S
Method: DFT, ωB97M-V with the def2-TZVPD basis set

Structure (XYZ):
```
34
Properties=species:S:1:pos:R:3:forces:R:3:lowdin_charge:R:1
O 3.791 -0.087 1.952 -1.56 -0.02 -0.02 -0.28
S 3.839 0.346 0.589 2.72 -0.16 0.81 0.61
O 5.199 0.409 0.115 -0.42 0.37 -0.86 -0.31
O 3.069 -0.682 -0.402 -0.27 0.87 0.55 -0.17
C 3.067 1.981 0.395 -0.79 -0.35 -1.44 -0.19
C 1.551 1.899 0.040 -0.25 0.26 0.52 -0.22
C 0.606 2.555 1.097 -0.18 -0.39 -0.76 -0.19
C -0.726 2.955 0.364 0.66 -0.94 0.83 -0.12
C -1.390 1.630 -0.052 0.67 2.52 0.37 -0.35
N -1.803 0.860 0.954 -0.19 -0.70 -0.70 0.13
N -2.329 -0.297 0.600 0.32 0.90 -0.19 0.13
C -2.414 -0.508 -0.715 -1.27 -2.14 -0.62 -0.33
C -3.033 -1.854 -1.130 0.23 0.55 -0.14 -0.12
C -1.891 -2.871 -1.394 0.71 0.17 0.05 -0.10
C -1.073 -3.213 -0.157 -0.27 0.12 -0.97 -0.22
F 0.277 -3.208 -0.255 -0.12 0.26 -0.31 0.07
C -1.563 -3.484 1.025 -0.17 -0.09 0.16 -0.35
F -0.841 -3.637 2.104 -0.06 -0.21 0.36 0.17
F -2.855 -3.647 1.232 -0.12 0.06 0.36 0.15
N -2.038 0.279 -1.720 0.46 0.51 0.68 0.12
N -1.465 1.415 -1.366 -0.50 -0.79 0.25 0.12
H 3.721 -1.362 -0.656 -0.07 0.33 0.10 0.10
H 3.293 2.613 1.266 -0.04 -0.79 0.03 0.11
H 3.587 2.452 -0.458 0.01 -0.48 0.38 0.11
H 1.216 0.852 -0.078 0.35 0.42 0.01 0.10
H 1.382 2.363 -0.948 0.20 -0.10 0.44 0.11
H 1.054 3.409 1.631 -0.10 -0.21 -0.41 0.11
H 0.369 1.775 1.841 0.06 0.51 -0.04 0.11
H -0.496 3.566 -0.522 -0.29 -0.21 0.36 0.11
H -1.348 3.498 1.092 -0.04 -0.18 -0.48 0.11
H -3.759 -2.163 -0.367 0.42 -0.06 -0.21 0.11
H -3.583 -1.704 -2.073 0.25 -0.01 0.33 0.12
H -2.238 -3.771 -1.926 -0.03 0.27 0.32 0.12
H -1.176 -2.369 -2.078 -0.32 -0.29 0.22 0.12
```
Forces are in eV/Å.

Its total energy is -41667.6411 eV. The value obtained for the largest force on an atom is 0.0553 hartree/bohr. Its SMILES is O=S(=O)(O)CCCCc1nnc(CCC(F)=C(F)F)nn1.

# 4
Molecular formula: C27H35ClN4NiO4P2
Method: DFT, ωB97M-V with the def2-TZVPD basis set

Structure (XYZ):
```
74
Properties=species:S:1:pos:R:3:forces:R:3:lowdin_charge:R:1
Ni 0.647 -1.889 2.689 0.51 1.83 2.41 0.79
C -0.722 0.985 4.715 -0.81 -1.34 -0.26 -0.09
C -0.970 0.268 3.597 -0.74 -0.88 1.04 -0.16
C -1.104 0.809 2.222 0.23 0.27 -0.25 -0.24
C 0.064 0.553 1.283 0.30 -0.10 -0.07 -0.25
C 1.400 0.453 2.011 0.04 1.23 -1.29 -0.17
C 1.786 1.377 2.935 -0.08 -1.48 0.40 -0.04
C 0.994 2.453 3.547 -0.67 1.32 0.98 -0.16
C 0.200 2.112 4.858 0.08 0.62 -0.56 -0.13
C 1.081 -1.926 4.803 0.02 -0.95 0.47 -0.06
H -1.214 0.676 5.637 0.78 -0.43 0.26 0.09
H -1.363 -0.777 3.741 -0.39 1.05 0.04 0.10
H -1.319 1.885 2.265 -0.07 -0.41 -0.03 0.12
H -1.974 0.309 1.812 -0.38 0.16 -0.13 0.10
H -0.102 -0.380 0.712 0.00 0.08 -0.02 0.05
H 0.035 1.358 0.531 0.46 -0.33 -0.02 0.11
H 2.199 0.091 1.352 0.05 -0.58 0.70 0.07
H 2.769 1.263 3.377 0.30 0.04 -0.30 0.12
H 0.279 2.921 2.853 0.46 -0.21 0.05 0.12
H 1.690 3.235 3.894 -0.13 -0.17 -0.46 0.13
H 0.880 1.777 5.658 -0.09 0.30 0.00 0.12
H -0.315 3.025 5.223 0.43 -0.42 -0.12 0.14
H 0.649 -1.243 5.560 -0.41 0.04 -1.12 0.02
H 2.152 -1.858 5.018 0.07 -0.15 -0.78 0.00
H 0.730 -2.947 5.072 0.14 0.43 -0.40 0.01
P 1.431 -0.987 -2.088 2.15 -0.53 -2.73 1.09
P -1.914 -0.639 -1.890 -2.31 1.54 -1.82 1.07
N 2.842 0.011 -2.301 0.76 0.98 0.55 -0.28
N 2.097 -2.307 -3.158 -0.66 -0.46 0.30 -0.24
N -2.194 1.106 -1.904 0.67 0.67 0.08 -0.25
N -3.522 -1.002 -2.595 -0.14 -1.29 0.05 -0.27
C 0.436 -0.161 -3.413 -0.31 0.11 0.10 -0.40
C -0.984 -0.714 -3.486 0.18 -0.31 -0.03 -0.41
C 3.670 0.411 -1.241 0.49 0.59 -1.17 -0.15
C 4.692 1.215 -1.740 -0.80 -0.64 0.21 -0.09
C 4.506 1.314 -3.160 -1.02 -0.82 0.34 -0.07
C 3.371 0.567 -3.472 0.87 0.71 0.68 -0.14
C 2.254 -3.622 -2.718 0.37 0.00 -1.02 -0.17
C 2.736 -4.408 -3.761 -0.44 0.93 0.38 -0.10
C 2.846 -3.556 -4.913 -0.31 0.81 1.06 -0.08
C 2.474 -2.276 -4.505 -0.07 -0.94 -0.12 -0.15
C -2.165 1.921 -0.772 -0.15 0.75 -0.71 -0.15
C -2.127 3.257 -1.155 0.12 -1.19 -0.24 -0.07
C -2.109 3.278 -2.592 -0.14 -1.13 0.13 -0.07
C -2.175 1.956 -3.016 0.21 0.76 0.29 -0.17
C -4.335 -0.348 -3.534 -0.58 -0.80 0.22 -0.13
C -5.463 -1.131 -3.786 1.32 0.15 0.68 -0.08
C -5.320 -2.334 -3.015 0.80 0.29 0.21 -0.10
C -4.122 -2.243 -2.322 -0.63 0.90 -0.56 -0.17
H 0.914 -0.302 -4.387 -0.05 -0.04 0.30 0.06
H 0.437 0.923 -3.241 -0.08 -0.17 0.25 0.09
H -1.539 -0.204 -4.281 0.01 -0.26 0.25 0.07
H -0.960 -1.778 -3.758 0.00 0.05 0.03 0.09
H 3.449 0.068 -0.247 0.11 0.05 0.06 0.07
H 5.485 1.675 -1.151 -0.31 -0.20 -0.21 0.10
H 5.138 1.853 -3.865 -0.31 -0.23 0.24 0.10
H 2.928 0.406 -4.439 0.01 0.09 0.19 0.08
H 2.010 -3.862 -1.698 0.05 -0.13 0.05 0.08
H 2.989 -5.459 -3.712 -0.13 0.17 0.05 0.09
H 3.153 -3.844 -5.915 -0.01 0.16 0.34 0.10
H 2.456 -1.371 -5.099 -0.04 -0.38 0.22 0.08
H -2.251 1.473 0.199 0.02 0.09 0.00 0.07
H -2.104 4.107 -0.490 -0.05 -0.11 -0.05 0.09
H -2.052 4.147 -3.246 -0.13 -0.32 0.27 0.10
H -2.247 1.568 -4.030 0.21 0.28 0.47 0.09
H -4.072 0.613 -3.949 -0.12 -0.12 0.23 0.08
H -6.298 -0.875 -4.430 0.29 0.00 0.12 0.09
H -6.013 -3.166 -2.978 0.18 0.18 0.01 0.09
H -3.627 -2.920 -1.646 -0.15 -0.08 0.06 0.08
O -0.890 1.456 9.887 0.33 -0.61 -1.05 -0.37
Cl -0.635 0.621 8.720 -0.36 -0.03 0.10 0.67
O 0.701 0.895 8.169 -0.77 -0.13 0.23 -0.41
O -0.733 -0.789 9.086 0.13 0.96 -0.37 -0.39
O -1.635 0.922 7.671 0.71 -0.20 0.77 -0.42
```
Forces are in eV/Å.

Its total energy is -114844.7744 eV. The value obtained for the largest force on an atom is 0.0683 hartree/bohr. Its multiplicity is 3.

# 5
Molecular formula: C4H12NO2
Method: DFT, ωB97M-V with the def2-TZVPD basis set

Structure (XYZ):
```
19
Properties=species:S:1:pos:R:3:forces:R:3:lowdin_charge:R:1
C -0.840 0.984 0.915 -1.30 1.56 0.33 -0.15
N -1.852 0.529 -0.068 0.97 -0.29 0.00 -0.13
C -1.189 0.130 -1.348 -1.30 0.02 1.04 -0.26
C -0.190 -1.034 -1.273 0.54 0.96 0.49 -0.20
C 1.013 -1.056 -0.277 0.69 -1.68 -0.17 -0.52
O 1.829 -0.001 -0.245 -0.20 0.71 -0.18 -0.31
H -0.733 0.360 1.801 0.31 -0.46 -0.28 0.07
H -1.209 1.943 1.330 0.16 -0.11 -0.06 0.06
H 0.106 1.213 0.439 0.22 -0.43 0.08 0.05
H -2.366 -0.237 0.350 0.08 -0.20 -0.31 0.07
H -0.910 1.090 -1.788 0.73 -0.33 -0.11 0.10
H -2.016 -0.247 -1.960 0.03 0.15 -0.28 0.09
H -0.841 -1.865 -0.975 0.37 -0.51 -0.64 0.09
H 0.329 -1.089 -2.236 -0.64 -0.48 -0.26 0.09
H 0.656 -1.558 0.678 -0.17 1.08 0.26 0.08
H 1.619 -1.956 -0.627 -0.47 0.12 -0.25 0.08
H 2.210 0.876 0.933 -0.20 -0.44 0.70 -0.02
H 2.018 0.634 2.479 -0.09 -0.21 -0.06 -0.02
O 2.370 1.285 1.872 0.28 0.53 -0.28 -0.18
```
Forces are in eV/Å.

The value obtained for the largest force on an atom is 0.0401 hartree/bohr. The energy above the lowest of the compared OMol25 structures with the same formula, charge and spin comes out at 27.2 kcal/mol. The charge is -1.

# 6
Molecular formula: C15H31AsNNaO4P2S
Method: DFT, ωB97M-V with the def2-TZVPD basis set

Structure (XYZ):
```
56
Properties=species:S:1:pos:R:3:forces:R:3:lowdin_charge:R:1
Na 0.613 -0.596 -1.185 -1.48 0.22 -0.11 0.09
C 1.302 -1.432 2.716 -0.08 0.17 -0.18 -0.28
P 0.053 -1.209 1.381 0.02 -0.47 0.54 0.87
C -1.381 -0.717 2.375 -0.28 0.18 0.05 -0.26
C -0.353 -2.998 1.118 -0.06 0.15 0.03 -0.44
C -1.527 -3.219 0.161 0.25 0.03 -0.06 -0.42
P -1.040 -2.881 -1.600 -0.43 -0.33 -0.04 0.88
C -2.128 -1.456 -2.016 0.10 -0.22 -0.01 -0.29
C -2.027 -4.174 -2.464 0.23 0.10 -0.01 -0.29
H 1.488 -0.468 3.192 0.07 -0.02 0.01 0.04
H 2.237 -1.824 2.312 0.00 0.00 0.05 0.03
H 0.914 -2.120 3.468 0.05 -0.01 0.03 0.05
H -1.244 0.257 2.840 0.08 0.14 0.01 0.05
H -1.571 -1.454 3.159 -0.04 0.00 -0.01 0.06
H -2.267 -0.612 1.750 -0.05 -0.04 0.00 0.04
H -0.574 -3.429 2.099 0.04 -0.05 -0.01 0.08
H 0.541 -3.486 0.716 -0.01 -0.05 0.10 0.07
H -2.379 -2.593 0.435 -0.07 -0.10 0.02 0.07
H -1.842 -4.263 0.220 -0.07 0.03 -0.02 0.08
H -3.164 -1.671 -1.753 -0.02 0.12 0.03 0.06
H -2.061 -1.292 -3.094 -0.02 0.14 0.03 0.05
H -1.798 -0.561 -1.492 -0.20 0.18 0.00 -0.01
H -3.075 -4.104 -2.169 -0.01 -0.04 -0.02 0.05
H -1.649 -5.169 -2.233 0.01 0.00 0.00 0.04
H -1.943 -4.016 -3.540 -0.05 -0.05 0.00 0.04
N -0.305 1.682 -1.985 -0.11 -0.15 0.18 0.07
C -1.090 2.232 -0.920 -0.15 0.16 0.12 -0.34
C -0.475 2.940 0.109 0.04 -0.01 -0.06 -0.05
C -1.218 3.435 1.172 -0.01 0.10 -0.20 -0.05
C -2.588 3.237 1.208 -0.09 -0.20 0.44 -0.26
C -3.210 2.542 0.184 0.01 0.14 -0.11 -0.05
C -2.470 2.052 -0.886 0.09 -0.02 0.00 -0.05
S -3.513 3.661 2.704 0.11 -0.45 0.25 0.40
O -3.336 2.439 3.490 0.02 0.11 -0.16 -0.38
O -2.832 4.815 3.260 0.07 0.08 -0.15 -0.36
O -4.875 3.885 2.260 0.00 0.05 -0.16 -0.36
H -0.836 1.661 -2.846 0.06 0.02 -0.06 0.09
H 0.528 2.236 -2.134 0.01 0.01 -0.12 0.08
H 0.588 3.151 0.044 0.05 -0.02 0.04 0.09
H -0.761 4.014 1.965 0.03 -0.05 0.01 0.11
H -4.286 2.424 0.232 0.01 -0.05 -0.05 0.12
H -2.970 1.556 -1.711 -0.01 -0.06 0.00 0.10
C 4.572 1.559 -2.334 -0.08 -0.10 0.16 -0.19
As 3.715 0.318 -1.120 1.00 0.29 0.13 0.98
C 5.060 -0.997 -0.668 -0.07 0.15 -0.09 -0.19
C 3.237 1.242 0.504 0.07 -0.13 -0.06 -0.17
O 2.429 -0.394 -1.840 1.06 -0.03 -0.63 -0.56
H 5.433 2.035 -1.870 -0.02 0.00 0.04 0.04
H 3.854 2.315 -2.646 -0.02 0.00 0.05 0.04
H 4.893 0.998 -3.210 -0.02 -0.03 0.02 0.04
H 5.892 -0.546 -0.131 -0.03 0.03 0.02 0.04
H 5.420 -1.428 -1.601 -0.01 -0.01 0.01 0.04
H 4.610 -1.785 -0.068 -0.05 0.05 0.02 0.04
H 4.081 1.818 0.880 0.00 -0.01 0.00 0.05
H 2.939 0.496 1.240 0.04 0.01 0.01 0.02
H 2.389 1.897 0.324 -0.01 0.05 -0.07 0.02
```
Forces are in eV/Å.

The value obtained for the largest force on an atom is 0.0292 hartree/bohr. The energy above the lowest of the compared OMol25 structures with the same formula, charge and spin comes out at 28.7 kcal/mol.

Look up the largest force on an atom of the first one. 0.0076 hartree/bohr